A.
ORCA calculation (the ωB97M-V functional and the def2-TZVPD basis) on 10 unconnected molecules or ions with the total composition C30H60O14.

Output
frontier orbital gap	9.532	eV
HOMO level	-0.343	Eh

Structure (ORCA input):
```
! wB97M-V def2-TZVPD RIJCOSX def2/J DEFGRID3
* xyz 0 1
C 4.864 4.015 -3.886
O 3.456 4.270 -3.971
C 2.609 3.269 -3.804
O 2.901 2.143 -3.517
O 1.346 3.661 -4.069
C 0.305 2.734 -4.002
H 5.123 3.014 -4.233
H 5.138 4.080 -2.833
H 5.412 4.820 -4.376
H -0.688 3.130 -4.215
H 0.271 2.264 -3.019
H 0.395 1.978 -4.782
C 2.323 5.865 -0.978
O 1.533 4.816 -0.433
C 0.242 4.700 -0.801
O -0.378 5.499 -1.614
O -0.324 3.597 -0.221
C -1.643 3.164 -0.577
H 1.750 6.676 -1.427
H 3.044 5.427 -1.668
H 2.916 6.251 -0.149
H -1.657 2.924 -1.640
H -2.388 3.923 -0.338
H -1.861 2.221 -0.075
C -2.728 -2.485 -1.364
C -3.060 -3.720 -2.151
C -3.852 -3.587 -3.412
O -2.540 -4.773 -1.853
H -1.700 -2.383 -1.016
H -3.280 -2.400 -0.428
H -2.793 -1.542 -1.908
H -4.878 -3.297 -3.186
H -3.832 -4.542 -3.937
H -3.409 -2.810 -4.035
C 0.770 -5.207 -0.346
C 1.426 -3.996 -0.961
C 1.827 -4.159 -2.420
O 1.565 -2.947 -0.342
H 1.486 -5.993 -0.106
H -0.009 -5.552 -1.026
H 0.247 -4.883 0.554
H 0.949 -4.341 -3.039
H 2.484 -5.019 -2.548
H 2.161 -3.175 -2.747
C -4.690 2.380 3.569
C -3.545 2.691 2.688
C -2.325 1.760 2.790
O -3.482 3.715 2.004
H -4.527 1.472 4.150
H -5.526 2.217 2.889
H -4.973 3.226 4.195
H -1.506 2.202 2.224
H -2.619 0.787 2.396
H -1.970 1.622 3.812
C -6.430 0.416 -0.475
C -5.312 0.003 -1.446
C -3.900 0.611 -1.283
O -5.469 -0.809 -2.331
H -6.516 1.500 -0.552
H -6.168 0.066 0.523
H -7.328 -0.179 -0.647
H -3.361 0.058 -0.514
H -3.954 1.676 -1.056
H -3.399 0.608 -2.251
C -1.461 -2.077 4.615
C -1.852 -2.338 6.086
C -1.040 -1.594 7.122
O -2.737 -3.179 6.404
H -2.047 -1.261 4.191
H -1.697 -2.959 4.020
H -0.395 -1.905 4.466
H -1.432 -1.860 8.103
H -1.230 -0.529 6.987
H 0.042 -1.716 7.066
C 3.650 -1.733 2.078
C 3.649 -3.039 2.827
C 2.338 -3.761 2.955
O 4.687 -3.360 3.414
H 2.928 -1.082 2.571
H 3.394 -1.795 1.020
H 4.638 -1.274 2.100
H 1.767 -3.338 3.781
H 2.532 -4.814 3.159
H 1.740 -3.716 2.045
C 1.500 0.737 0.029
C 0.140 0.036 0.085
C -0.285 -0.802 1.240
O -0.670 0.124 -0.842
H 1.610 1.218 -0.943
H 2.313 0.024 0.163
H 1.637 1.564 0.725
H -1.316 -1.143 1.142
H -0.166 -0.165 2.116
H 0.350 -1.673 1.404
C 4.316 -0.729 -2.123
C 4.827 0.346 -1.222
C 5.463 1.514 -1.835
O 4.756 0.324 -0.011
H 4.645 -1.608 -1.569
H 4.676 -0.768 -3.151
H 3.232 -0.621 -2.098
H 6.526 1.359 -1.650
H 5.142 2.428 -1.336
H 5.304 1.517 -2.913
*
```

Löwdin atomic charge list, values in e, 6 entries: number 1, C, carries -0.03; number 2, O, carries 0.00; number 3, C, carries -0.59; number 4, O, carries 0.13; number 5, O, carries 0.01; number 6, C, carries -0.06



B.
ORCA calculation (the ωB97M-V functional and the def2-TZVPD basis) on 8 unconnected molecules or ions with the total composition C30H60O14.

Output
frontier orbital gap	10.049	eV
HOMO level	-0.357	Eh

Structure (ORCA input):
```
! wB97M-V def2-TZVPD RIJCOSX def2/J DEFGRID3
* xyz 0 1
C 2.728 -2.248 -1.421
C 1.950 -2.741 -2.664
O 1.615 -1.570 -3.391
C 0.702 -1.707 -4.524
C 0.399 -0.437 -5.154
O 0.260 -2.847 -4.858
H 2.068 -1.624 -0.696
H 3.690 -1.776 -1.763
H 2.957 -2.972 -0.618
H 2.552 -3.361 -3.319
H 0.991 -3.123 -2.171
H 0.588 0.303 -4.629
H -0.622 -0.623 -5.324
H 0.855 -0.295 -6.077
C 0.728 -3.175 1.840
C -0.227 -1.918 1.727
O 0.000 -1.197 0.560
C -0.523 -0.047 0.267
C -0.105 0.524 -1.154
O -1.324 0.583 1.016
H 0.585 -3.853 1.029
H 0.469 -3.543 2.771
H 1.664 -2.870 1.851
H -1.291 -2.309 1.747
H -0.232 -1.276 2.663
H -0.447 1.481 -1.215
H -0.106 -0.042 -1.883
H 0.938 0.562 -1.109
C -2.210 4.139 -6.788
C -1.950 3.797 -5.335
O -3.184 4.016 -4.595
C -3.183 3.658 -3.293
C -4.469 3.785 -2.520
O -2.144 3.246 -2.636
H -1.376 3.908 -7.302
H -2.510 5.238 -6.843
H -3.027 3.607 -7.056
H -1.429 2.744 -5.346
H -1.132 4.502 -4.867
H -4.947 2.907 -2.473
H -4.926 4.572 -3.145
H -4.270 3.923 -1.472
C 3.347 1.362 0.323
C 3.442 2.847 -0.077
O 2.424 3.224 -0.904
C 2.399 4.356 -1.668
C 1.050 4.569 -2.344
O 3.330 5.158 -1.772
H 3.678 0.809 -0.596
H 2.435 0.962 0.778
H 4.043 1.048 0.956
H 3.464 3.469 0.771
H 4.228 3.162 -0.591
H 1.088 3.717 -2.975
H 1.017 5.388 -2.964
H 0.177 4.415 -1.819
C -1.068 -7.635 1.047
C -1.212 -6.173 1.426
O -1.209 -5.408 0.208
C -2.184 -4.560 -0.080
C -2.001 -3.719 -1.379
O -3.084 -4.355 0.605
H -1.984 -7.768 0.297
H -1.028 -8.291 1.899
H -0.237 -7.895 0.562
H -2.044 -6.117 2.154
H -0.428 -5.779 1.974
H -1.025 -3.116 -1.449
H -2.860 -2.943 -1.342
H -1.960 -4.502 -2.125
C -0.509 8.262 1.853
C -1.781 7.329 2.224
O -1.527 5.981 2.008
C -1.505 5.387 0.835
C -1.084 3.865 0.826
O -1.550 6.126 -0.231
H -0.147 8.153 0.839
H 0.257 7.799 2.503
H -0.866 9.222 1.959
H -2.173 7.550 3.206
H -2.665 7.389 1.619
H -1.479 3.364 0.007
H -1.773 3.514 1.754
H -0.042 3.941 0.976
C 2.850 1.034 4.464
C 1.402 0.424 4.492
C 0.282 1.281 3.748
O 1.214 -0.693 4.961
H 2.707 1.925 5.274
H 3.254 1.313 3.422
H 3.421 0.254 4.970
H -0.749 0.761 3.873
H 0.337 1.302 2.592
H 0.184 2.156 4.152
C 1.507 -6.450 4.490
C 0.965 -7.827 4.110
C -0.012 -8.521 5.103
O 1.473 -8.598 3.092
H 2.461 -5.986 4.178
H 1.755 -6.640 5.500
H 0.887 -5.612 4.364
H 0.218 -8.664 6.148
H -0.166 -9.511 4.768
H -1.030 -8.038 5.200
*
```

Löwdin atomic charge list, values in e, 6 entries: number 1, C, carries -0.08; number 2, C, carries -0.24; number 3, O, carries -0.08; number 4, C, carries -0.37; number 5, C, carries 0.04; number 6, O, carries 0.06



Most stable: A (next structure +189.4 kcal/mol)



A.
ORCA calculation (the ωB97M-V functional and the def2-TZVPD basis) on a molecular structure, C6H16FO2Rb.

Output
frontier orbital gap	4.588	eV
HOMO level	-0.229	Eh

Structure (ORCA input):
```
! wB97M-V def2-TZVPD RIJCOSX def2/J DEFGRID3
* xyz 0 1
Rb -2.568 -2.379 -1.971
F -5.590 0.415 0.161
C -1.979 -0.704 6.006
C -1.594 -0.456 4.535
C -0.126 -0.737 4.239
O -2.270 -1.318 3.728
H -1.667 -1.667 6.410
H -3.035 -0.836 6.238
H -1.580 0.137 6.574
H -1.822 0.540 4.156
H 0.117 -0.596 3.186
H 0.123 -1.740 4.587
H 0.506 -0.050 4.801
H -2.766 -0.745 3.139
C 2.677 1.061 -3.640
C 1.767 1.234 -4.812
C 1.997 0.155 -5.778
O 0.466 1.002 -4.391
H 3.736 1.244 -3.822
H 2.718 0.091 -3.144
H 2.497 1.879 -2.942
H 1.922 2.229 -5.231
H 3.017 0.139 -6.162
H 1.336 0.187 -6.645
H 1.896 -0.848 -5.364
H 0.223 1.763 -3.859
*
```

Löwdin atomic charge list, values in e, 6 entries: number 1, Rb, carries 0.91; number 2, F, carries -0.94; number 3, C, carries -0.05; number 4, C, carries -0.53; number 5, C, carries -0.06; number 6, O, carries -0.04



B.
ORCA calculation (the ωB97M-V functional and the def2-TZVPD basis) on a molecular structure, C6H16FO2Rb.

Output
frontier orbital gap	8.200	eV
HOMO level	-0.332	Eh

Structure (ORCA input):
```
! wB97M-V def2-TZVPD RIJCOSX def2/J DEFGRID3
* xyz 0 1
Rb -1.135 2.011 3.664
F -0.048 2.220 1.168
C -2.859 1.043 -1.592
C -2.984 0.419 -0.222
C -2.099 -0.852 -0.082
O -2.726 1.345 0.803
H -1.894 1.537 -1.752
H -3.606 1.813 -1.797
H -2.939 0.330 -2.418
H -3.998 0.014 -0.118
H -1.170 -0.710 -0.643
H -2.582 -1.760 -0.452
H -1.867 -1.103 0.956
H -1.767 1.575 0.731
C 3.460 -0.792 -0.957
C 2.220 -0.754 -0.080
C 2.620 -0.881 1.406
O 1.559 0.451 -0.340
H 3.986 0.171 -0.952
H 3.242 -0.966 -2.015
H 4.291 -1.463 -0.718
H 1.545 -1.603 -0.274
H 1.833 -0.332 1.945
H 3.558 -0.378 1.635
H 2.533 -1.889 1.814
H 0.829 0.557 0.292
*
```

Löwdin atomic charge list, values in e, 6 entries: number 1, Rb, carries 0.94; number 2, F, carries -0.73; number 3, C, carries -0.06; number 4, C, carries -0.50; number 5, C, carries -0.05; number 6, O, carries -0.12



Most stable: B (next structure +78.7 kcal/mol)



A.
ORCA calculation (the ωB97M-V functional and the def2-TZVPD basis) on 2 unconnected molecules or ions with the total composition CH7NS.

Output
frontier orbital gap	3.709	eV
HOMO level	-0.189	Eh

Structure (ORCA input):
```
! wB97M-V def2-TZVPD RIJCOSX def2/J DEFGRID3
* xyz 0 1
S 2.535 -0.302 1.623
H 3.791 -0.120 1.389
C -2.798 0.048 -2.066
N -1.914 0.446 -0.894
H -3.407 -0.851 -1.910
H -3.486 0.851 -2.228
H -2.021 0.099 -2.891
H -2.273 -0.136 -0.125
H -2.062 1.377 -0.542
H -0.920 0.210 -1.009
*
```

Löwdin atomic charge list, values in e, 6 entries: number 1, S, carries -0.40; number 2, H, carries -0.54; number 3, C, carries -0.01; number 4, N, carries 0.15; number 5, H, carries 0.11; number 6, H, carries 0.08



B.
ORCA calculation (the ωB97M-V functional and the def2-TZVPD basis) on 2 unconnected molecules or ions with the total composition CH7NS.

Output
frontier orbital gap	10.257	eV
HOMO level	-0.342	Eh

Structure (ORCA input):
```
! wB97M-V def2-TZVPD RIJCOSX def2/J DEFGRID3
* xyz 0 1
C -0.311 -0.719 0.646
N 1.127 -0.457 0.317
H -0.508 -1.702 1.154
H -0.704 0.115 1.254
H -0.854 -0.867 -0.331
H 1.490 -1.175 -0.339
H 1.687 -0.603 1.128
S -0.812 2.384 -1.073
H 0.242 1.471 -0.734
H -1.357 1.553 -2.022
*
```

Löwdin atomic charge list, values in e, 6 entries: number 1, C, carries -0.22; number 2, N, carries -0.09; number 3, H, carries 0.07; number 4, H, carries 0.06; number 5, H, carries 0.07; number 6, H, carries 0.07



C.
ORCA calculation (the ωB97M-V functional and the def2-TZVPD basis) on 2 unconnected molecules or ions with the total composition CH7NS.

Output
frontier orbital gap	10.433	eV
HOMO level	-0.344	Eh

Structure (ORCA input):
```
! wB97M-V def2-TZVPD RIJCOSX def2/J DEFGRID3
* xyz 0 1
C -1.039 0.135 -0.688
N -0.795 -0.498 0.613
H -1.053 1.215 -0.551
H -0.212 -0.093 -1.357
H -1.980 -0.176 -1.157
H -0.824 -1.505 0.526
H -1.501 -0.208 1.275
S 2.679 -0.035 0.041
H 3.069 1.197 0.393
H 1.655 -0.032 0.905
*
```

Löwdin atomic charge list, values in e, 6 entries: number 1, C, carries -0.20; number 2, N, carries -0.09; number 3, H, carries 0.07; number 4, H, carries 0.05; number 5, H, carries 0.06; number 6, H, carries 0.06



Most stable: C (next structure +5.8 kcal/mol)